Density functional theory data (wB97M-V/def2-TZVPD) for a cluster of 5 separate species, C28H38F18N3O5 in total.

Each atom is followed by the atoms it is bonded to, with distances in Å.
Cartesian coordinates (Å):
1 C 2.76 0.51 0.80  C2 1.558, H39 1.091, H40 1.081, H41 1.094
2 C 3.67 0.40 -0.46  C1 1.558, C3 1.532, C4 1.557, H42 1.091
3 C 5.08 0.80 -0.02  C2 1.532, H43 1.086, H44 1.082, H45 1.083
4 C 3.60 -1.01 -1.11  C2 1.557, C5 1.537, C6 1.528, H46 1.088
5 C 4.96 -1.49 -1.65  C4 1.537, H47 1.085, H48 1.085, H49 1.083
6 C 2.60 -1.10 -2.26  C4 1.528, O7 1.493, H50 1.081, H51 1.088
7 O 1.28 -1.66 -1.85  C6 1.493, C8 1.293
8 C 0.28 -0.85 -1.81  O7 1.293, N9 1.296, N38 1.392
9 N -0.56 -0.58 -2.76  C8 1.296, N10 1.355
10 N -1.45 0.29 -2.22  N9 1.355, C11 1.473, C36 1.314
11 C -2.60 0.80 -2.99  N10 1.473, F12 1.313, F13 1.330, C14 1.591
12 F -2.24 0.83 -4.26  C11 1.313
13 F -2.81 2.03 -2.55  C11 1.330
14 C -3.87 -0.13 -2.81  C11 1.591, F15 1.346, F16 1.337, C17 1.544
15 F -3.54 -1.14 -1.98  C14 1.346
16 F -4.19 -0.63 -4.01  C14 1.337
17 C -5.10 0.63 -2.25  C14 1.544, F18 1.349, F19 1.343, C20 1.570
18 F -4.77 1.07 -1.02  C17 1.349
19 F -5.32 1.69 -3.04  C17 1.343
20 C -6.40 -0.24 -2.21  C17 1.570, F21 1.345, F22 1.341, C23 1.543
21 F -6.09 -1.53 -2.03  C20 1.345
22 F -7.01 -0.11 -3.40  C20 1.341
23 C -7.37 0.21 -1.10  C20 1.543, F24 1.351, F25 1.342, C26 1.575
24 F -7.48 1.55 -1.21  C23 1.351
25 F -6.84 -0.07 0.10  C23 1.342
26 C -8.81 -0.42 -1.22  C23 1.575, F27 1.340, F28 1.347, C29 1.545
27 F -9.61 0.48 -1.79  C26 1.340
28 F -8.77 -1.52 -2.01  C26 1.347
29 C -9.40 -0.85 0.14  C26 1.545, F30 1.345, F31 1.344, C32 1.559
30 F -9.41 0.22 0.96  C29 1.345
31 F -8.63 -1.82 0.66  C29 1.344
32 C -10.86 -1.40 0.07  C29 1.559, F33 1.330, F34 1.321, F35 1.321
33 F -11.25 -1.63 1.32  C32 1.330
34 F -10.90 -2.54 -0.60  C32 1.321
35 F -11.68 -0.53 -0.48  C32 1.321
36 C -1.17 0.53 -0.96  N10 1.314, F37 1.265, N38 1.318
37 F -1.81 1.27 -0.16  C36 1.265
38 N -0.08 -0.15 -0.66  C8 1.392, C36 1.318, H52 1.017
39 H 1.96 1.22 0.61  C1 1.091
40 H 3.32 0.84 1.67  C1 1.081
41 H 2.30 -0.46 1.02  C1 1.094
42 H 3.30 1.12 -1.19  C2 1.091
43 H 5.01 1.70 0.58  C3 1.086
44 H 5.74 0.98 -0.86  C3 1.082
45 H 5.48 0.02 0.63  C3 1.083
46 H 3.29 -1.75 -0.37  C4 1.088
47 H 5.45 -0.70 -2.20  C5 1.085
48 H 4.84 -2.34 -2.32  C5 1.085
49 H 5.57 -1.84 -0.82  C5 1.083
50 H 2.95 -1.78 -3.02  C6 1.081
51 H 2.41 -0.14 -2.74  C6 1.088
52 H 0.35 -0.13 0.26  N38 1.017
53 C 3.92 -6.35 0.44  C54 1.507, H57 1.087, H58 1.091, H59 1.091
54 C 3.27 -5.17 -0.26  C53 1.507, O55 1.211, C56 1.508
55 O 3.94 -4.26 -0.69  C54 1.211
56 C 1.77 -5.21 -0.39  C54 1.508, H60 1.091, H61 1.091, H62 1.087
57 H 4.99 -6.21 0.47  C53 1.087
58 H 3.53 -6.43 1.46  C53 1.091
59 H 3.69 -7.27 -0.10  C53 1.091
60 H 1.31 -5.26 0.60  C56 1.091
61 H 1.47 -6.10 -0.95  C56 1.091
62 H 1.42 -4.32 -0.90  C56 1.087
63 C 9.55 -1.24 2.63  C64 1.509, H67 1.087, H68 1.091, H69 1.091
64 C 8.78 -0.86 1.39  C63 1.509, O65 1.209, C66 1.509
65 O 7.83 -0.11 1.45  C64 1.209
66 C 9.24 -1.45 0.08  C64 1.509, H70 1.091, H71 1.091, H72 1.088
67 H 9.12 -0.76 3.50  C63 1.087
68 H 9.52 -2.33 2.77  C63 1.091
69 H 10.59 -0.94 2.52  C63 1.091
70 H 9.19 -2.54 0.13  C66 1.091
71 H 10.27 -1.16 -0.11  C66 1.091
72 H 8.61 -1.09 -0.72  C66 1.088
73 C 4.49 2.36 5.73  C74 1.507, H77 1.087, H78 1.091, H79 1.091
74 C 4.82 2.44 4.26  C73 1.507, O75 1.211, C76 1.507
75 O 4.32 1.68 3.45  C74 1.211
76 C 5.82 3.49 3.84  C74 1.507, H80 1.091, H81 1.091, H82 1.087
77 H 3.77 1.57 5.90  C73 1.087
78 H 5.39 2.16 6.30  C73 1.091
79 H 4.07 3.31 6.06  C73 1.091
80 H 6.77 3.33 4.34  C76 1.091
81 H 5.45 4.48 4.10  C76 1.091
82 H 5.97 3.43 2.76  C76 1.087
83 C -6.10 4.19 -0.05  C84 1.512, H87 1.088, H88 1.091, H89 1.091
84 C -6.41 5.63 0.30  C83 1.512, O85 1.207, C86 1.509
85 O -5.52 6.41 0.54  C84 1.207
86 C -7.86 6.03 0.33  C84 1.509, H90 1.091, H91 1.091, H92 1.087
87 H -5.03 4.04 -0.04  C83 1.088
88 H -6.57 3.52 0.68  C83 1.091
89 H -6.49 3.95 -1.04  C83 1.091
90 H -8.40 5.43 1.07  C86 1.091
91 H -8.32 5.86 -0.64  C86 1.091
92 H -7.95 7.08 0.59  C86 1.087

Properties
- electronic energy (eV) = -93267.245
- HOMO-LUMO gap (eV) = 8.3114
- strongest force on any atom (hartree/bohr) = 0.019
- multiplicity = 1
- total charge = +1